{
  "formula": "C38H30Cl2IN3O3RuSSb",
  "method": "ωB97M-V/def2-TZVPD",
  "s2": 0.79,
  "de_lowest_kcal_mol": 57.8,
  "multiplicity": 2,
  "gap_ev": [4.8, 5.2],
  "total_charge": 0,
  "max_force_ev_per_a": 2.72,
  "homo_energy_ev": [-6.32, -6.72],
  "symbols": ["Ru", "Cl", "C", "C", "C", "C", "O", "C", "C", "N", "C", "C", "C", "C", "C", "C", "C", "C", "N", "C", "C", "H", "H", "H", "H", "H", "H", "H", "H", "H", "H", "Cl", "C", "C", "C", "I", "C", "O", "C", "N", "C", "C", "C", "C", "H", "H", "H", "H", "C", "Sb", "C", "C", "H", "H", "H", "H", "H", "H", "H", "H", "H", "C", "C", "O", "S", "C", "C", "C", "C", "C", "C", "C", "C", "H", "H", "H", "H", "H", "H", "H"],
  "coordinates": [[-0.771, -0.229, 0.959], [-2.071, 0.765, 7.993], [-1.883, 0.172, 6.380], [-1.873, -1.206, 6.150], [-1.735, -1.669, 4.864], [-1.600, -0.799, 3.758], [-1.509, -1.297, 2.582], [-1.597, 0.622, 4.006], [-1.598, 1.629, 3.012], [-1.392, 1.533, 1.703], [-1.709, 2.615, 0.909], [-1.945, 3.905, 1.441], [-2.628, 4.869, 0.736], [-3.138, 4.583, -0.515], [-2.771, 3.393, -1.158], [-3.187, 3.113, -2.477], [-2.710, 1.986, -3.124], [-1.773, 1.199, -2.505], [-1.374, 1.453, -1.229], [-1.940, 2.455, -0.485], [-1.760, 1.060, 5.340], [-1.977, -1.891, 6.975], [-1.736, -2.729, 4.652], [-1.900, 2.597, 3.399], [-1.575, 4.152, 2.422], [-2.793, 5.836, 1.184], [-3.785, 5.277, -1.022], [-3.867, 3.788, -2.967], [-3.033, 1.745, -4.123], [-1.291, 0.362, -2.987], [-1.791, 2.122, 5.534], [-2.946, -6.205, -1.406], [-2.803, -4.551, -0.951], [-3.948, -3.757, -1.001], [-3.870, -2.434, -0.641], [-5.516, -1.144, -0.714], [-2.654, -1.849, -0.211], [-2.598, -0.601, 0.116], [-1.491, -2.662, -0.208], [-0.325, -2.031, 0.125], [0.825, -2.749, 0.064], [0.852, -4.082, -0.240], [-0.341, -4.760, -0.543], [-1.541, -4.032, -0.570], [-4.884, -4.183, -1.326], [1.741, -2.193, 0.235], [1.794, -4.609, -0.261], [-0.331, -5.810, -0.776], [3.530, -0.353, 1.751], [1.464, -0.145, 2.349], [1.855, 1.337, 3.870], [1.562, -1.837, 3.670], [4.122, -0.211, 2.648], [3.818, 0.383, 1.010], [3.717, -1.349, 1.364], [2.713, 1.003, 4.449], [0.994, 1.441, 4.524], [2.082, 2.294, 3.407], [2.579, -1.943, 4.036], [1.268, -2.737, 3.136], [0.886, -1.682, 4.506], [4.542, 0.662, -8.029], [3.971, 0.360, -6.679], [2.859, -0.023, -6.453], [5.158, 0.651, -5.367], [4.081, 0.509, -3.970], [3.939, 1.590, -3.099], [2.948, 1.575, -2.155], [2.016, 0.503, -2.105], [2.261, -0.633, -2.922], [3.283, -0.625, -3.833], [0.860, 0.616, -1.386], [-0.228, 0.780, -0.736], [3.847, 1.307, -8.566], [4.638, -0.264, -8.594], [5.511, 1.142, -7.939], [4.604, 2.436, -3.189], [2.810, 2.414, -1.490], [1.601, -1.483, -2.836], [3.459, -1.478, -4.469]],
  "lowdin_charge": [0.90, 0.65, -0.69, -0.09, -0.02, -0.39, -0.18, -0.16, -0.07, -0.07, -0.15, 0.00, -0.06, -0.03, -0.13, 0.04, -0.02, 0.02, 0.01, -0.05, -0.08, 0.11, 0.12, 0.11, 0.11, 0.11, 0.11, 0.12, 0.12, 0.15, 0.11, 0.68, -0.63, -0.17, -0.64, 0.88, -0.43, -0.24, -0.14, -0.03, -0.13, -0.05, 0.00, -0.18, 0.09, 0.08, 0.11, 0.09, -0.30, 1.38, -0.29, -0.28, 0.00, -0.01, 0.00, 0.01, -0.01, 0.00, 0.01, 0.01, -0.01, -0.08, -0.74, 0.03, 1.01, -0.54, -0.11, -0.04, -0.25, -0.02, -0.11, 0.03, -0.28, 0.09, 0.09, 0.06, 0.10, 0.11, 0.11, 0.11]
}

{
  "formula": "C38H30IKN8S3",
  "method": "ωB97M-V/def2-TZVPD",
  "de_lowest_kcal_mol": 1.0,
  "gap_ev": 4.3,
  "total_charge": -2,
  "max_force_ev_per_a": 0.46,
  "homo_energy_ev": -1.01,
  "symbols": ["K", "C", "C", "C", "C", "C", "C", "N", "C", "C", "C", "C", "C", "C", "N", "N", "C", "C", "C", "C", "C", "N", "H", "H", "H", "H", "H", "H", "H", "H", "H", "H", "H", "H", "H", "N", "C", "H", "S", "C", "S", "C", "N", "N", "C", "C", "C", "C", "C", "C", "S", "H", "H", "H", "H", "H", "C", "C", "C", "C", "C", "C", "C", "H", "H", "H", "H", "H", "H", "H", "I", "C", "C", "C", "C", "N", "C", "H", "H", "H", "H"],
  "coordinates": [[-0.092, 0.185, -0.412], [-1.554, 2.642, -5.593], [-1.067, 1.406, -6.002], [-0.264, 0.631, -5.178], [0.097, 1.061, -3.882], [-0.413, 2.324, -3.485], [-1.209, 3.090, -4.316], [0.808, 0.344, -2.962], [1.894, -0.400, -3.317], [2.616, -0.197, -4.530], [3.772, -0.878, -4.833], [4.306, -1.820, -3.949], [3.640, -2.043, -2.762], [2.460, -1.376, -2.433], [1.810, -1.587, -1.194], [2.162, -2.559, -0.516], [1.457, -2.684, 0.743], [1.404, -4.002, 1.195], [0.918, -4.167, 2.527], [0.385, -3.132, 3.211], [0.146, -1.809, 2.521], [0.977, -1.609, 1.328], [-2.176, 3.240, -6.246], [-1.330, 1.025, -6.984], [0.081, -0.335, -5.526], [-0.158, 2.680, -2.492], [-1.556, 4.060, -3.971], [2.257, 0.553, -5.222], [4.281, -0.656, -5.766], [5.226, -2.345, -4.178], [4.018, -2.749, -2.033], [1.906, -4.781, 0.643], [1.041, -5.123, 3.031], [0.105, -3.235, 4.254], [0.358, -0.995, 3.228], [-3.199, 1.293, -2.256], [-3.146, 0.558, -1.356], [-2.889, 1.930, -2.973], [0.889, 7.685, 2.560], [0.495, 6.091, 2.227], [-0.965, 5.694, 1.390], [-0.575, 3.967, 1.403], [0.569, 3.755, 1.984], [1.154, 4.933, 2.446], [2.416, 4.734, 3.087], [3.076, 3.521, 2.875], [4.294, 3.277, 3.485], [4.875, 4.224, 4.317], [4.211, 5.421, 4.534], [2.989, 5.684, 3.929], [-1.613, 2.821, 0.708], [2.621, 2.778, 2.241], [4.787, 2.330, 3.306], [5.828, 4.029, 4.794], [4.642, 6.170, 5.187], [2.484, 6.617, 4.108], [-1.357, -1.597, 2.104], [-2.348, -1.909, 3.185], [-2.790, -3.212, 3.408], [-3.669, -3.504, 4.441], [-4.125, -2.495, 5.281], [-3.692, -1.192, 5.072], [-2.813, -0.906, 4.034], [-1.529, -2.234, 1.238], [-1.504, -0.554, 1.792], [-2.423, -4.005, 2.767], [-3.999, -4.526, 4.597], [-4.813, -2.721, 6.087], [-4.042, -0.394, 5.715], [-2.485, 0.114, 3.867], [-3.354, -1.732, -5.333], [-2.841, -2.494, -3.458], [-3.633, -3.472, -2.887], [-3.271, -3.953, -1.640], [-2.150, -3.420, -1.025], [-1.403, -2.463, -1.565], [-1.730, -2.010, -2.773], [-4.506, -3.849, -3.403], [-3.851, -4.724, -1.149], [-1.827, -3.790, -0.059], [-1.094, -1.234, -3.188]],
  "lowdin_charge": [0.52, -0.14, -0.15, -0.09, -0.34, -0.06, -0.15, -0.02, -0.25, -0.05, -0.13, -0.14, -0.06, -0.20, 0.00, 0.07, -0.43, -0.12, -0.17, -0.11, -0.34, 0.00, 0.08, 0.09, 0.10, 0.10, 0.10, 0.09, 0.09, 0.08, 0.09, 0.06, 0.08, 0.08, 0.12, 0.11, -0.06, 0.05, 0.49, -1.11, 0.92, -1.19, -0.01, -0.15, -0.18, -0.01, -0.09, -0.12, -0.10, -0.06, 0.41, 0.10, 0.10, 0.09, 0.09, 0.02, -0.12, -0.22, -0.05, -0.11, -0.13, -0.10, -0.03, 0.08, 0.08, 0.11, 0.09, 0.08, 0.09, 0.12, 0.85, -0.71, -0.16, -0.06, -0.13, 0.09, -0.21, 0.09, 0.10, 0.10, 0.08]
}